i) Below is a 2-piece molecular cluster, C4H11NO3 overall, with properties calculated with ωB97M-V/def2-TZVPD.

Computed properties:
- LUMO level: 0.7 eV
- Net charge: 0
- Gap between HOMO and LUMO: 9.30 eV

Atoms and positions in Å:
C 1.37018 -0.23828 0.32285
N -0.03294 -0.09697 0.73657
C -1.02027 0.73474 -0.09877
C -1.61926 -0.03268 -1.30814
C -0.09668 2.11081 -0.24995
O 1.07641 2.32266 -0.21986
O -0.96615 3.17780 -0.14561
H 2.20502 0.27343 0.93847
H 1.36849 -0.04287 -0.79039
H 1.76163 -1.33908 0.35861
H -0.44811 -1.10301 0.81265
H -1.90193 1.18685 0.49224
H -1.47994 -1.16286 -1.15874
H -2.71765 0.13380 -1.27219
H -1.16916 0.35107 -2.22062
H -0.68652 3.94368 0.28723
O 1.39786 -3.41186 0.71323
H 2.14817 -3.23036 1.33778
H 0.81085 -3.57686 1.46463

ii) Below is a 2-piece molecular cluster, C4H11NO3 overall, with properties calculated with ωB97M-V/def2-TZVPD.

Computed properties:
- LUMO level: 0.5 eV
- Net charge: 0
- Gap between HOMO and LUMO: 9.35 eV

Atoms and positions in Å:
C 1.22922 -0.35506 0.88137
N -0.20488 -0.31918 0.89816
C -0.82629 0.52772 -0.08149
C -0.71460 0.25694 -1.57908
C -0.33315 1.98725 0.41116
O 0.54909 1.94911 1.26720
O -1.04931 3.03184 0.04769
H 1.63773 0.46323 0.29002
H 1.46955 -1.29833 0.24501
H 1.71468 -0.53713 1.85710
H -0.74018 -1.16619 0.83426
H -1.97167 0.52971 0.06752
H -0.98080 1.16326 -2.19765
H 0.31975 0.05350 -1.84693
H -1.28526 -0.60284 -1.85220
H -0.55526 3.79228 -0.24513
O 0.52194 -3.52027 0.49636
H -0.15891 -2.84374 0.29752
H 1.37835 -3.11209 0.20911

iii) Below is a 2-piece molecular cluster, C4H11NO3 overall, with properties calculated with ωB97M-V/def2-TZVPD.

Computed properties:
- LUMO level: -0.5 eV
- Net charge: 0
- Gap between HOMO and LUMO: 7.76 eV

Atoms and positions in Å:
C -1.21377 -1.70662 0.22053
N -1.35911 0.70874 -0.11688
O -2.49760 -1.88053 0.14615
H -2.94582 -1.30780 0.79077
H -1.47878 0.98072 -1.08806
H -1.90120 1.32351 0.48187
H -0.72759 -1.24148 1.08809
H -0.67124 -2.28766 -0.50880
C 1.78722 -0.95065 -0.41798
C 0.81342 2.00838 -0.10997
C 0.06883 0.74369 0.33142
O 0.53997 -0.38011 -0.73683
O 0.20405 0.37184 1.53884
H 2.61451 -0.36518 -0.84014
H 1.92148 -1.01720 0.66811
H 1.83750 -1.95539 -0.85310
H 0.69674 2.20758 -1.17675
H 0.43843 2.85708 0.46499
H 1.87296 1.89107 0.11774

Which of them is the most stable? Correct choice: ii).

i) Below is a 2-piece molecular cluster, C4H8IN2 overall, with properties calculated with ωB97M-V/def2-TZVPD.

Computed properties:
- LUMO level: -3.2 eV
- Net charge: +1
- Gap between HOMO and LUMO: 10.01 eV

Atoms and positions in Å:
C 0.03697 -1.71582 0.96477
C 0.45212 -0.61534 -0.90870
C 0.50051 0.29803 0.05877
C 0.84425 1.76656 0.16860
N 0.22370 -0.40945 1.18688
N 0.25070 -1.85325 -0.31970
I -3.05897 0.49617 -0.72829
H -0.04956 -2.47610 1.70802
H -2.60620 1.06070 -2.13022
H 0.42727 -0.29964 -1.88928
H 1.85466 1.92409 0.00852
H 0.70577 1.93596 1.22548
H 0.33757 2.43522 -0.50723
H 0.06484 0.11202 2.09762
H 0.01637 -2.65914 -0.93523

ii) Below is an isolated ion of composition C4H8IN2 and charge +1, with properties calculated with ωB97M-V/def2-TZVPD.

Computed properties:
- LUMO level: -3.5 eV
- Net charge: +1
- Gap between HOMO and LUMO: 9.71 eV

Atoms and positions in Å:
C -2.56235 -0.04786 0.65964
C -1.54211 -0.71190 0.17960
I -1.38378 -2.73929 -0.20967
C -0.00955 0.13026 -0.47081
N -0.08027 0.25542 -1.74468
N 0.86159 0.14616 0.50139
C 2.28255 0.43112 0.58342
H -3.34979 -0.42436 1.18331
H -2.55262 0.97558 0.57505
H -0.95821 0.09870 -2.14940
H 0.72258 0.50260 -2.33223
H 0.45020 -0.22496 1.41115
H 2.80709 0.06576 1.46385
H 2.55608 1.47356 0.63154
H 2.75860 0.06924 -0.28217

Which of them is the most stable? Correct choice: i).

i) Below is a single C16H20N4O2S molecule, with properties calculated with ωB97M-V/def2-TZVPD.

Computed properties:
- LUMO level: 0.3 eV
- Net charge: 0
- Gap between HOMO and LUMO: 8.41 eV

Atoms and positions in Å:
C 4.16319 -2.72329 -0.38237
C 3.08517 -1.60911 -0.83416
C 3.08960 -0.43850 0.19138
C 2.77933 -0.75801 1.51901
C 1.32913 -1.35265 1.47959
O 0.44358 -0.44596 1.12961
C -0.73026 -0.35169 1.70628
O -1.07377 -0.89034 2.61268
C -1.51291 0.69565 1.21627
C -2.80870 0.87837 1.43309
C -3.63215 0.36080 2.58488
N -3.59533 1.94238 0.46642
C -2.95865 2.77581 -0.17670
N -3.48588 3.70005 -0.96249
C -2.24326 4.23471 -1.67614
N -1.28043 3.52368 -1.68960
N -1.59137 2.56544 -0.66258
C -1.00862 1.39075 -0.10530
C -0.64302 0.46493 -1.22246
C -1.61782 -0.66962 -1.69213
C -1.00126 -1.28868 -2.64316
C 0.04696 -0.87528 -3.12628
S 0.78972 0.51596 -2.24768
H 3.88857 -3.07643 0.50738
H 4.40324 -3.51622 -1.02156
H 5.27194 -2.46288 -0.32427
H 2.20613 -2.09241 -0.83976
H 3.60944 -1.37883 -1.67060
H 4.14435 -0.20815 0.08331
H 2.73916 0.47935 -0.19523
H 2.96637 0.14477 2.07041
H 3.44992 -1.50852 2.21015
H 1.35838 -2.20685 1.08692
H 1.33680 -1.35021 2.67170
H -3.81933 1.05530 3.19913
H -4.54898 0.06302 2.17213
H -2.97707 -0.39320 2.80653
H -4.45687 2.30656 0.95231
H -2.28561 5.05786 -2.34679
H 0.04889 1.74826 0.21785
H -2.50504 -0.71557 -1.32126
H -1.80042 -2.09597 -3.18911
H 0.42691 -1.49525 -3.98744

ii) Below is a single C16H20N4O2S molecule, with properties calculated with ωB97M-V/def2-TZVPD.

Computed properties:
- LUMO level: 0.3 eV
- Net charge: 0
- Gap between HOMO and LUMO: 8.68 eV

Atoms and positions in Å:
C 4.71596 -1.65568 1.02544
C 3.73513 -0.78890 0.86324
C 3.63999 0.14143 -0.31203
N 2.33436 0.11011 -0.92013
C 1.74422 -0.91532 -1.60113
C 2.36952 -2.23691 -1.81079
N 0.56657 -0.54633 -2.03054
N 0.34947 0.71377 -1.64014
C 1.39568 1.10297 -0.96864
S 1.58997 2.68446 -0.24522
C 1.22431 2.29525 1.52301
C 0.50149 0.96598 1.72255
O 1.06853 0.09347 2.36319
C -0.79139 0.82621 1.12740
N -1.37570 1.79431 0.33618
C -2.52229 1.34709 -0.19145
C -3.29639 2.21965 -1.10796
C -2.75415 0.05868 0.30611
C -3.85702 -0.86734 0.03671
C -4.73113 -0.57056 -1.15971
O -4.05201 -1.84968 0.72207
C -1.65647 -0.26913 1.14242
C -1.46401 -1.53886 1.87689
H 4.76562 -2.29457 1.88949
H 5.51752 -1.75409 0.31007
H 2.93724 -0.70160 1.58868
H 4.38879 -0.11876 -1.06850
H 3.81880 1.17377 0.01241
H 2.57607 -2.71146 -0.85237
H 3.30968 -2.13217 -2.35189
H 1.68862 -2.85616 -2.38601
H 0.62577 3.12818 1.89241
H 2.17174 2.26210 2.06274
H -0.91834 2.64591 0.04619
H -2.86088 3.21660 -1.12449
H -4.33610 2.29781 -0.79788
H -3.26949 1.82132 -2.12074
H -5.37558 -1.42668 -1.34434
H -5.35387 0.29834 -0.96226
H -4.11929 -0.37571 -2.03564
H -1.63272 -2.38182 1.20916
H -0.46611 -1.58765 2.30118
H -2.20212 -1.61804 2.67434

Which of them is the most stable? Correct choice: ii).

i) Below is an isolated ion of composition C8H15N4 and charge +1, with properties calculated with ωB97M-V/def2-TZVPD.

Computed properties:
- LUMO level: -3.4 eV
- Net charge: +1
- Gap between HOMO and LUMO: 10.18 eV

Atoms and positions in Å:
C 1.77261 -2.09477 1.20507
C 1.20300 -0.65226 1.28126
C 2.10537 0.29992 0.42710
C -0.27096 -0.56948 0.67281
N -0.29278 -1.11741 -0.74425
C -1.67477 -0.80054 -1.41285
C -1.76365 0.62471 -1.81711
N -1.25032 1.46783 -0.63168
N -1.58026 2.78269 -0.45294
C -1.18060 3.05181 0.77691
N -0.53908 1.99229 1.35050
C -0.61216 1.01510 0.48286
H 2.75218 -2.22823 1.73835
H 2.15088 -2.17232 0.10245
H 0.88345 -2.76732 1.58634
H 1.18349 -0.19037 2.22621
H 2.32205 0.07214 -0.62617
H 2.99200 0.35641 0.96949
H 1.65247 1.26771 0.22701
H -1.09830 -0.94853 1.15559
H -0.16868 -2.12565 -0.70275
H 0.36590 -0.66953 -1.36342
H -2.29634 -0.97207 -0.59484
H -1.71893 -1.47610 -2.36114
H -0.98073 0.74086 -2.54377
H -2.67547 1.11487 -2.14372
H -1.28040 3.99825 1.19268

ii) Below is a 2-piece molecular cluster, C8H15N4 overall, with properties calculated with ωB97M-V/def2-TZVPD.

Computed properties:
- LUMO level (alpha / beta): -5.9 / -5.4 eV
- Net charge: +1
- Gap between HOMO and LUMO (alpha / beta): 7.31 / 7.84 eV

Atoms and positions in Å:
C -3.64728 -0.34770 -0.94479
C -3.83543 -0.81720 0.35927
C -2.29399 -0.30588 -1.19398
C -2.54047 -0.93172 0.93009
C 1.18841 -1.07908 -0.25969
C 1.52738 1.85859 -0.77827
C 1.87890 1.53410 1.68663
C 0.95421 1.27294 0.46380
N -1.68763 -0.64788 0.00462
N 2.51225 -1.09015 -0.63961
N 0.58053 -0.05466 0.18586
N 0.55125 -2.20487 -0.53873
H -4.55749 -0.14470 -1.52044
H -4.89147 -0.86585 0.84961
H -1.70509 -0.12568 -2.12376
H -2.29267 -1.31906 1.92432
H 1.08101 1.43551 -1.64130
H 1.42407 2.98913 -0.62705
H 2.59034 1.73922 -0.78015
H 2.96389 1.36466 1.42719
H 1.58650 0.94205 2.54005
H 1.80078 2.52892 1.95369
H 0.03888 1.84067 0.74291
H 3.17438 -0.27046 -0.40612
H 2.90525 -2.00772 -0.46583
H 1.11007 -2.99240 -0.67410
H -0.41658 -2.30077 -0.47420

Which of them is the most stable? Correct choice: i).

i) Below is a 2-piece molecular cluster, C4H14N2O overall, with properties calculated with ωB97M-V/def2-TZVPD.

Computed properties:
- LUMO level (alpha / beta): -2.9 / -8.1 eV
- Expectation value of S²: 0.754
- Net charge: +1
- Gap between HOMO and LUMO (alpha / beta): 10.76 / 5.50 eV
- Spin multiplicity: 2

Atoms and positions in Å:
N -2.00501 -1.47252 -0.23591
C -0.66689 -1.46977 0.33544
C -0.38214 -0.12294 1.13673
N 0.40080 0.92824 0.50967
C 0.55323 2.07172 1.44118
C -0.20535 1.26827 -0.75830
H -2.04729 -2.06045 -1.05439
H -2.62392 -1.66400 0.54418
H 0.15980 -1.56015 -0.37927
H -0.39104 -2.26673 1.03099
H 0.07623 -0.53231 2.03677
H -1.37093 0.19774 1.47632
H 0.12464 3.00962 1.09044
H 0.12117 1.84640 2.41154
H 1.62388 2.26616 1.52899
H 0.27357 2.10701 -1.26184
H -1.28316 1.47102 -0.77334
H -0.15081 0.37718 -1.39607
H 1.85026 -0.14945 -1.86924
H 2.29951 -1.44656 -1.26075
O 2.08999 -1.04860 -2.08648

ii) Below is a 2-piece molecular cluster, C4H14N2O overall, with properties calculated with ωB97M-V/def2-TZVPD.

Computed properties:
- LUMO level (alpha / beta): -3.0 / -7.1 eV
- Expectation value of S²: 0.755
- Net charge: +1
- Gap between HOMO and LUMO (alpha / beta): 10.10 / 5.95 eV
- Spin multiplicity: 2

Atoms and positions in Å:
C 0.92696 2.89346 0.01507
N -0.14229 1.90118 -0.26506
C -1.31813 0.81592 1.75379
C -0.84456 0.53468 0.34067
C 0.08541 -0.61711 -0.15509
N -0.19140 -1.87841 0.65040
H 1.38714 2.90514 1.00734
H 0.35066 3.84145 0.09199
H 1.65779 2.78726 -0.79521
H -0.14415 1.92140 -1.23303
H -1.67989 -0.29703 2.06633
H -0.56151 1.20183 2.40213
H -2.18844 1.37870 1.65537
H -1.67002 0.32843 -0.27044
H 1.05967 -0.09826 0.03799
H -0.03271 -0.82456 -1.23143
H 0.05114 -2.77364 0.17650
H 0.10967 -1.87837 1.54481
H 1.22006 -4.73862 -2.08511
H 1.11548 -3.56389 -3.32535
O 0.80912 -3.83956 -2.38168

Which of them is the most stable? Correct choice: i).

i) Below is a 2-piece molecular cluster, C5H12N overall, with properties calculated with ωB97M-V/def2-TZVPD.

Computed properties:
- LUMO level: -8.2 eV
- Net charge: +1
- Gap between HOMO and LUMO: 4.78 eV

Atoms and positions in Å:
C -1.51014 -1.91262 -0.59302
C -0.12331 -2.15663 -1.13483
C 0.87529 -1.60498 -0.10924
C 1.11259 -0.08160 -0.39351
C 0.12291 0.71371 -0.41903
N -0.13963 4.19604 1.94487
H -1.60388 -0.80788 -0.38860
H -2.40973 -2.12860 -1.15900
H -1.59710 -2.44651 0.35103
H 0.09227 -3.12193 -1.59395
H -0.00142 -1.50259 -2.00024
H 0.43187 -1.58264 0.88662
H 1.85046 -2.08917 -0.08967
H 2.13079 0.22437 -0.13920
H 0.04413 1.68215 -0.91069
H 0.32843 3.64885 2.65661
H 0.21262 5.14024 2.03413
H 0.18386 3.82978 1.05772

ii) Below is a 2-piece molecular cluster, C5H12N overall, with properties calculated with ωB97M-V/def2-TZVPD.

Computed properties:
- LUMO level: -3.5 eV
- Net charge: +1
- Gap between HOMO and LUMO: 10.23 eV

Atoms and positions in Å:
C 0.04971 -2.00656 -1.21913
C 0.74900 -3.04957 -0.84471
N 0.29389 -0.67161 -0.63302
H -0.80879 -2.05253 -1.86775
H 0.61186 -3.99208 -1.35154
H 1.52695 -3.00092 -0.09444
H -0.03952 -0.60116 0.33785
H 1.27761 -0.40268 -0.62800
H -0.27352 0.06018 -1.07269
C 0.69198 1.85068 1.20450
C -0.78455 1.63208 1.14666
C -1.57112 1.68559 0.07005
H 1.30341 1.04762 1.62061
H 1.10074 2.10069 0.22124
H 0.92861 2.70938 1.84160
H -1.24038 1.20368 2.03848
H -2.50757 1.15576 -0.00434
H -1.30830 2.33146 -0.76538

iii) Below is a 2-piece molecular cluster, C5H12N overall, with properties calculated with ωB97M-V/def2-TZVPD.

Computed properties:
- LUMO level: -4.6 eV
- Net charge: +1
- Gap between HOMO and LUMO: 9.47 eV

Atoms and positions in Å:
C 0.38505 -2.39512 -0.32813
C -0.45814 -1.35735 -1.00822
C 0.01614 0.36036 -0.86846
C 0.22389 0.64045 0.49316
C 1.15726 0.67316 1.42948
N -1.04482 2.23943 0.50432
H 1.20534 -2.69737 -0.97886
H 0.74291 -2.03598 0.65865
H -0.21160 -3.28775 -0.13907
H -0.40140 -1.42117 -2.04664
H -1.42562 -1.20855 -0.57119
H -0.84291 0.91263 -1.33643
H 1.01539 0.46877 -1.35817
H 1.33662 1.55736 2.00778
H 1.89929 -0.15963 1.59703
H -0.57223 3.10972 0.11970
H -2.03347 2.30553 0.27898
H -0.99170 2.29549 1.54609

Which of them is the most stable? Correct choice: ii).